(1)
Density functional theory data (wB97M-V/def2-TZVPD) for C24H25Br6N3O9 as an isolated structure in a non-equilibrium geometry.

Geometry as XYZ:
```
67
Properties=species:S:1:pos:R:3:mulliken_charge:R:1
Br 4.49 1.29 2.24 -0.034
Br -0.72 0.34 0.44 -0.065
Br 5.64 0.55 -0.58 0.041
Br 1.99 -1.15 -0.02 0.048
Br 1.17 -0.33 2.93 -0.013
Br 7.00 -0.64 2.04 -0.046
O -0.93 -2.34 -1.72 -0.517
O 2.82 4.39 -1.43 -0.644
O 2.97 3.55 -4.61 -0.613
O -3.24 0.58 7.32 -0.276
O 4.16 2.32 -3.31 -0.609
O -5.01 0.83 8.52 -0.333
O -4.83 2.01 6.63 -0.540
O -2.75 -3.49 -1.73 -0.613
O 2.20 2.41 -0.87 -0.435
N -1.54 -3.38 -1.61 1.043
N 2.10 3.42 -1.54 1.137
N 3.19 2.53 -4.00 1.189
C 2.33 0.34 -3.33 -0.486
C -1.43 -5.82 -1.31 -0.470
C -1.08 3.58 -4.29 -0.624
C 0.20 2.37 -2.67 0.075
C -0.71 -6.96 -0.98 -0.473
C 5.35 -0.07 1.21 -0.195
C 0.59 -4.50 -1.14 0.309
C 0.78 4.65 -3.22 -0.342
C 0.65 -6.86 -0.71 -0.369
C -2.41 0.97 6.23 -0.256
C 0.32 0.55 -5.26 -0.731
C -1.38 -0.11 5.99 -0.946
C 1.21 1.59 -5.08 -0.208
C 1.03 3.47 -2.54 -0.256
C -4.41 1.22 7.40 0.772
C -0.84 2.41 -3.58 -0.897
C 2.21 1.45 -4.13 -0.243
C 1.06 0.14 1.08 -0.092
C 0.42 -0.58 -4.45 -0.418
C -6.31 1.37 8.75 -0.675
C 1.41 -0.67 -3.48 -0.274
C -0.77 -4.59 -1.29 -0.064
C 1.30 -5.65 -0.81 -0.671
C -0.26 4.69 -4.13 -0.612
H 1.41 5.50 -2.99 0.523
H -2.99 1.16 5.33 0.338
H 1.43 -1.59 -2.91 0.500
H -0.48 5.60 -4.66 0.420
H 3.16 0.25 -2.65 0.405
H -1.52 1.58 -3.70 0.607
H 4.71 -0.94 1.17 0.223
H -0.33 -1.36 -4.52 0.417
H -1.95 3.60 -4.94 0.436
H -6.84 1.54 7.81 0.332
H -1.21 -7.92 -0.99 0.378
H 1.16 2.50 -5.66 0.621
H 1.20 -7.78 -0.52 0.371
H -6.88 0.63 9.31 0.238
H 1.10 -3.55 -1.23 0.161
H -0.48 0.64 -5.98 0.429
H -1.82 -1.09 5.89 0.331
H 1.59 1.07 0.94 0.209
H -2.45 -5.86 -1.65 0.456
H -0.65 -0.17 6.81 0.323
H -6.25 2.29 9.31 0.274
H -0.77 0.18 5.13 0.149
H 2.37 -5.59 -0.67 0.405
H -1.90 1.91 6.47 0.246
H 0.40 1.50 -2.06 0.633
```

- Energy above the lowest of the compared OMol25 structures with the same formula, charge and spin: 0.000 eV
- E_LUMO: -0.8 eV
- Orbital gap: 8.428 eV
- Multiplicity: 1
- F_max: 1.41 eV Å⁻¹
- Electronic energy: -468437.0340 eV

=====

(2)
Density functional theory data (wB97M-V/def2-TZVPD) for an isolated ion of composition C24H25BrF10N3O3 and charge +1 in a non-equilibrium geometry.

Geometry as XYZ:
```
66
Properties=species:S:1:pos:R:3:mulliken_charge:R:1
Br -1.47 -2.99 -0.58 0.040
F 1.72 -5.94 1.61 -0.243
F 1.68 3.41 -1.62 -0.312
F -1.40 2.88 0.51 -0.254
F -2.08 3.82 -2.26 -0.201
F -0.04 4.69 -3.24 -0.242
F 2.08 -6.49 -0.76 -0.219
F 0.84 3.43 0.74 -0.306
F 0.13 1.88 -2.57 -0.240
F -0.10 -5.95 0.06 -0.220
F -0.57 5.33 -1.00 -0.214
O -2.47 -2.26 2.63 -0.493
O 1.62 -4.15 -0.05 -0.311
O 5.17 0.00 -2.00 -0.375
N -1.68 0.07 1.52 -0.180
N 0.93 -1.88 0.79 1.138
N 0.26 0.97 0.37 0.000
C -4.28 -1.28 -1.76 -0.341
C -1.96 0.21 -0.97 -0.184
C -1.50 2.74 3.70 -0.718
C -3.54 -0.17 -0.75 0.052
C 5.18 0.70 -3.32 -0.575
C 1.10 -3.33 1.09 -0.763
C -5.86 -1.70 -1.67 -0.426
C -0.04 2.40 0.05 0.916
C 3.45 -0.05 -0.05 -0.012
C 2.81 0.98 1.02 -1.292
C -0.93 -0.02 0.26 0.766
C -6.20 0.09 0.46 -0.502
C 0.27 2.88 -1.52 0.543
C 4.40 0.85 -1.08 -0.363
C 1.33 -0.95 1.87 -2.016
C 1.36 -5.59 0.20 0.777
C 1.09 1.36 2.94 -0.301
C 1.22 0.68 1.49 0.614
C -2.04 -1.05 2.16 0.681
C -0.68 4.19 -1.97 0.602
C -0.25 2.14 3.39 -0.310
C -4.59 0.50 0.34 -0.119
C -0.19 -1.48 -0.09 -1.522
C -6.86 -1.05 -0.53 -0.382
H 1.99 -3.39 1.89 0.306
H 2.43 -1.24 2.24 0.549
H 5.42 1.84 -3.22 0.277
H 5.06 1.59 -0.45 0.251
H 3.43 0.87 2.04 0.517
H 1.34 0.60 3.83 0.452
H -4.16 1.33 1.08 0.241
H 0.65 -1.20 2.82 0.503
H 5.94 0.19 -4.06 0.259
H 2.67 -0.60 -0.76 -0.040
H 4.10 0.64 -3.82 0.224
H 2.98 2.08 0.66 0.477
H -2.43 3.32 4.13 0.344
H 0.30 -1.29 -1.17 0.504
H 0.84 0.67 -0.48 0.661
H 0.19 -3.85 1.65 0.419
H -1.56 -0.41 -1.91 0.483
H -7.97 -1.42 -0.49 0.312
H -3.63 -1.80 -2.60 0.259
H -2.04 1.32 -1.40 -0.105
H 3.64 1.51 -1.72 0.146
H -6.27 -2.52 -2.43 0.285
H 1.96 2.17 3.04 0.449
H 4.12 -0.85 0.48 0.434
H -6.90 0.57 1.27 0.300
```

- E_LUMO: -4.0 eV
- Total charge: +1
- Orbital gap: 7.049 eV
- Multiplicity: 1
- F_max: 11.60 eV Å⁻¹
- SMILES string: C#CC[C@@]1(CCCOC)CN(COC(F)(F)F)[C@@H](Br)[C@@](Cc2ccccc2)(N=C=O)[N@H+]1C(F)(F)C(F)(F)C(F)(F)F
- Electronic energy: -133090.4039 eV

=====

Look up the F_max of the first one.
1.41 eV Å⁻¹

=====

What did the second record say?
Density functional theory data (wB97M-V/def2-TZVPD) for an isolated ion of composition C24H25BrF10N3O3 and charge +1 in a non-equilibrium geometry.

Geometry as XYZ:
```
66
Properties=species:S:1:pos:R:3:mulliken_charge:R:1
Br -1.47 -2.99 -0.58 0.040
F 1.72 -5.94 1.61 -0.243
F 1.68 3.41 -1.62 -0.312
F -1.40 2.88 0.51 -0.254
F -2.08 3.82 -2.26 -0.201
F -0.04 4.69 -3.24 -0.242
F 2.08 -6.49 -0.76 -0.219
F 0.84 3.43 0.74 -0.306
F 0.13 1.88 -2.57 -0.240
F -0.10 -5.95 0.06 -0.220
F -0.57 5.33 -1.00 -0.214
O -2.47 -2.26 2.63 -0.493
O 1.62 -4.15 -0.05 -0.311
O 5.17 0.00 -2.00 -0.375
N -1.68 0.07 1.52 -0.180
N 0.93 -1.88 0.79 1.138
N 0.26 0.97 0.37 0.000
C -4.28 -1.28 -1.76 -0.341
C -1.96 0.21 -0.97 -0.184
C -1.50 2.74 3.70 -0.718
C -3.54 -0.17 -0.75 0.052
C 5.18 0.70 -3.32 -0.575
C 1.10 -3.33 1.09 -0.763
C -5.86 -1.70 -1.67 -0.426
C -0.04 2.40 0.05 0.916
C 3.45 -0.05 -0.05 -0.012
C 2.81 0.98 1.02 -1.292
C -0.93 -0.02 0.26 0.766
C -6.20 0.09 0.46 -0.502
C 0.27 2.88 -1.52 0.543
C 4.40 0.85 -1.08 -0.363
C 1.33 -0.95 1.87 -2.016
C 1.36 -5.59 0.20 0.777
C 1.09 1.36 2.94 -0.301
C 1.22 0.68 1.49 0.614
C -2.04 -1.05 2.16 0.681
C -0.68 4.19 -1.97 0.602
C -0.25 2.14 3.39 -0.310
C -4.59 0.50 0.34 -0.119
C -0.19 -1.48 -0.09 -1.522
C -6.86 -1.05 -0.53 -0.382
H 1.99 -3.39 1.89 0.306
H 2.43 -1.24 2.24 0.549
H 5.42 1.84 -3.22 0.277
H 5.06 1.59 -0.45 0.251
H 3.43 0.87 2.04 0.517
H 1.34 0.60 3.83 0.452
H -4.16 1.33 1.08 0.241
H 0.65 -1.20 2.82 0.503
H 5.94 0.19 -4.06 0.259
H 2.67 -0.60 -0.76 -0.040
H 4.10 0.64 -3.82 0.224
H 2.98 2.08 0.66 0.477
H -2.43 3.32 4.13 0.344
H 0.30 -1.29 -1.17 0.504
H 0.84 0.67 -0.48 0.661
H 0.19 -3.85 1.65 0.419
H -1.56 -0.41 -1.91 0.483
H -7.97 -1.42 -0.49 0.312
H -3.63 -1.80 -2.60 0.259
H -2.04 1.32 -1.40 -0.105
H 3.64 1.51 -1.72 0.146
H -6.27 -2.52 -2.43 0.285
H 1.96 2.17 3.04 0.449
H 4.12 -0.85 0.48 0.434
H -6.90 0.57 1.27 0.300
```

- E_LUMO: -4.0 eV
- Total charge: +1
- Orbital gap: 7.049 eV
- Multiplicity: 1
- F_max: 11.60 eV Å⁻¹
- SMILES string: C#CC[C@@]1(CCCOC)CN(COC(F)(F)F)[C@@H](Br)[C@@](Cc2ccccc2)(N=C=O)[N@H+]1C(F)(F)C(F)(F)C(F)(F)F
- Electronic energy: -133090.4039 eV

=====

Among the records above, which one has the highest electronic energy?
C24H25BrF10N3O3

=====

What did the second record say?
Density functional theory data (wB97M-V/def2-TZVPD) for an isolated ion of composition C24H25BrF10N3O3 and charge +1 in a non-equilibrium geometry.

Geometry as XYZ:
```
66
Properties=species:S:1:pos:R:3:mulliken_charge:R:1
Br -1.47 -2.99 -0.58 0.040
F 1.72 -5.94 1.61 -0.243
F 1.68 3.41 -1.62 -0.312
F -1.40 2.88 0.51 -0.254
F -2.08 3.82 -2.26 -0.201
F -0.04 4.69 -3.24 -0.242
F 2.08 -6.49 -0.76 -0.219
F 0.84 3.43 0.74 -0.306
F 0.13 1.88 -2.57 -0.240
F -0.10 -5.95 0.06 -0.220
F -0.57 5.33 -1.00 -0.214
O -2.47 -2.26 2.63 -0.493
O 1.62 -4.15 -0.05 -0.311
O 5.17 0.00 -2.00 -0.375
N -1.68 0.07 1.52 -0.180
N 0.93 -1.88 0.79 1.138
N 0.26 0.97 0.37 0.000
C -4.28 -1.28 -1.76 -0.341
C -1.96 0.21 -0.97 -0.184
C -1.50 2.74 3.70 -0.718
C -3.54 -0.17 -0.75 0.052
C 5.18 0.70 -3.32 -0.575
C 1.10 -3.33 1.09 -0.763
C -5.86 -1.70 -1.67 -0.426
C -0.04 2.40 0.05 0.916
C 3.45 -0.05 -0.05 -0.012
C 2.81 0.98 1.02 -1.292
C -0.93 -0.02 0.26 0.766
C -6.20 0.09 0.46 -0.502
C 0.27 2.88 -1.52 0.543
C 4.40 0.85 -1.08 -0.363
C 1.33 -0.95 1.87 -2.016
C 1.36 -5.59 0.20 0.777
C 1.09 1.36 2.94 -0.301
C 1.22 0.68 1.49 0.614
C -2.04 -1.05 2.16 0.681
C -0.68 4.19 -1.97 0.602
C -0.25 2.14 3.39 -0.310
C -4.59 0.50 0.34 -0.119
C -0.19 -1.48 -0.09 -1.522
C -6.86 -1.05 -0.53 -0.382
H 1.99 -3.39 1.89 0.306
H 2.43 -1.24 2.24 0.549
H 5.42 1.84 -3.22 0.277
H 5.06 1.59 -0.45 0.251
H 3.43 0.87 2.04 0.517
H 1.34 0.60 3.83 0.452
H -4.16 1.33 1.08 0.241
H 0.65 -1.20 2.82 0.503
H 5.94 0.19 -4.06 0.259
H 2.67 -0.60 -0.76 -0.040
H 4.10 0.64 -3.82 0.224
H 2.98 2.08 0.66 0.477
H -2.43 3.32 4.13 0.344
H 0.30 -1.29 -1.17 0.504
H 0.84 0.67 -0.48 0.661
H 0.19 -3.85 1.65 0.419
H -1.56 -0.41 -1.91 0.483
H -7.97 -1.42 -0.49 0.312
H -3.63 -1.80 -2.60 0.259
H -2.04 1.32 -1.40 -0.105
H 3.64 1.51 -1.72 0.146
H -6.27 -2.52 -2.43 0.285
H 1.96 2.17 3.04 0.449
H 4.12 -0.85 0.48 0.434
H -6.90 0.57 1.27 0.300
```

- E_LUMO: -4.0 eV
- Total charge: +1
- Orbital gap: 7.049 eV
- Multiplicity: 1
- F_max: 11.60 eV Å⁻¹
- SMILES string: C#CC[C@@]1(CCCOC)CN(COC(F)(F)F)[C@@H](Br)[C@@](Cc2ccccc2)(N=C=O)[N@H+]1C(F)(F)C(F)(F)C(F)(F)F
- Electronic energy: -133090.4039 eV